C15H30FHfNOP2 | ωB97M-V/def2-TZVPD

Summary:
calculated total energy = -42182.1548 eV
orbital gap = 4.85 eV
E_HOMO = -5.68 eV

Each line ends with the natural charge from an NBO analysis.
Element x y z (Å)
H1 3.27244 -1.82597 2.17275  0.266
F1 -0.71544 -1.63425 1.71288  -0.721
C1 -3.54613 -0.77153 1.88228  -0.934
H2 -4.57670 1.73439 0.43804  0.221
H3 4.74619 0.24420 -0.77308  0.225
C2 2.41858 0.16044 -2.72553  -0.943
H4 -1.00006 2.35647 -2.66234  0.196
P1 -2.51464 0.59213 1.25419  0.889
H5 4.04228 -2.14255 -1.61089  0.216
C3 1.95307 -0.12920 2.73222  0.689
C4 -2.24205 0.54078 -5.28671  -0.328
H6 -2.42236 -1.62454 -5.32189  0.200
H7 -1.86592 2.65949 2.25644  0.237
C5 -1.84428 1.65791 -4.54420  -0.149
C6 1.97629 0.42340 4.09924  -0.723
H8 1.67643 -0.41398 -3.29775  0.268
H9 -3.71708 0.78389 -0.81605  0.265
C7 -1.62626 -0.92362 -3.46362  -0.297
H10 -2.99491 -1.25434 2.70089  0.254
H11 -2.64942 0.67096 -6.28926  0.199
H12 -1.50078 -1.91562 -3.02233  0.209
H13 2.37208 -1.95772 3.68601  0.235
H14 2.32309 -2.71808 -1.67924  0.263
H15 -3.05409 2.34641 -0.28897  0.244
H16 3.59499 1.56814 -0.34758  0.240
H17 -4.51547 -0.41280 2.23714  0.220
H18 -3.20148 1.95258 3.21060  0.226
H19 2.98229 0.42728 4.55134  0.256
H20 3.88312 0.25048 0.81162  0.212
H21 1.36234 -0.29617 4.68781  0.264
H22 3.12235 -2.55595 -0.10242  0.229
C8 -1.34234 1.50486 -3.25418  -0.321
C9 2.30814 -1.57264 2.66187  -0.766
O1 1.37435 0.49318 1.77615  -0.654
H23 3.42094 0.04466 -3.16615  0.218
C10 3.80555 0.49253 -0.25869  -0.952
H24 1.51610 -2.14828 2.15450  0.311
C11 -2.12344 -0.74297 -4.74798  -0.192
C12 -3.59138 1.45414 0.03941  -0.928
H25 1.54950 1.42116 4.17984  0.246
H26 -1.54755 1.29167 3.34698  0.229
C13 -2.27916 1.73434 2.66258  -0.940
C14 3.06000 -2.13293 -1.11462  -0.934
N1 -0.78407 0.01174 -1.42635  -1.024
C15 -1.23498 0.19813 -2.65542  0.179
H27 0.58634 -1.96377 -0.24627  -0.379
H28 -1.92609 2.66446 -4.96479  0.191
P2 2.40332 -0.42116 -0.99601  0.944
H29 -3.66132 -1.51320 1.08706  0.254
Hf1 -0.03610 -0.35373 0.36068  1.642
H30 2.11361 1.21677 -2.74518  0.249

C5H6NP | ωB97M-V/def2-TZVPD

Summary:
spin multiplicity = 3
calculated total energy = -16054.1372 eV
orbital gap (alpha / beta) = 8.32 / 6.19 eV
energy relative to the best compared isomer or geometry (same formula, charge and spin) = 40.8 kcal/mol
E_HOMO (alpha / beta) = -7.39 / -9.10 eV

Each line ends with the natural charge from an NBO analysis.
Element x y z (Å)
C1 0.60789 -1.04289 -0.10840  0.215
H1 -2.65062 1.24163 0.88424  0.209
N1 0.31901 -2.25469 0.00258  -0.574
C2 -1.90605 0.70875 0.24656  -0.390
H2 0.34403 -0.01259 -1.93888  0.210
C3 0.30107 0.19569 -0.82874  -0.325
C4 -0.80878 1.18235 -0.38293  -0.187
H3 3.65593 -0.91194 0.55501  -0.048
P1 3.21812 0.45423 0.09639  0.413
C5 1.55596 -0.01327 -0.02393  -0.309
H4 0.94799 -2.88236 0.64296  0.352
H5 -0.51291 2.22879 -0.69574  0.221
H6 -2.15636 -0.35599 0.50766  0.214

C8H6F6NO3S | ωB97M-V/def2-TZVPD

Summary:
calculated total energy = -43149.6193 eV
orbital gap = 7.11 eV
energy relative to the best compared isomer or geometry (same formula, charge and spin) = 113.3 kcal/mol
net charge = +1
E_HOMO = -13.89 eV

Each line ends with the natural charge from an NBO analysis.
Element x y z (Å)
F1 1.16635 -1.55157 0.05530  -0.312
F2 0.07039 -0.14739 -2.38256  -0.325
F3 1.39822 1.80191 -2.02984  -0.275
H1 -1.40344 -1.49034 0.00681  0.482
H2 -4.93548 -0.00033 -1.12580  0.277
O1 5.49952 -0.07158 0.68908  -0.657
H3 5.60744 0.62346 -0.03463  0.508
S1 -3.47865 1.60486 0.39632  0.414
F4 2.69231 -0.89221 -1.65872  -0.295
C1 -0.39475 1.31772 -0.32365  0.409
N1 -2.07354 -0.70276 0.15962  -0.485
F5 3.24216 1.69090 0.25624  -0.309
C2 1.79763 -0.35402 -0.56729  0.605
C3 -4.61298 0.11874 0.01275  -0.524
C4 4.11535 -0.62980 0.66892  0.694
H4 -5.55769 0.01897 0.73583  0.301
C5 0.74670 0.66602 -1.30357  0.596
C6 2.74933 0.33174 0.57755  0.570
H5 -3.85514 -2.13446 0.60534  0.289
O2 -0.11971 2.54020 0.19615  -0.340
F6 2.16154 0.31575 1.95555  -0.307
C7 -1.85227 0.66755 0.05238  0.198
H6 -3.48634 -0.72964 1.71836  0.241
O3 4.04383 -1.98280 0.77697  -0.475
C8 -3.52076 -1.01092 0.56289  -0.280

C6H7NO | ωB97M-V/def2-TZVPD

Summary:
calculated total energy = -9866.1784 eV
orbital gap (alpha / beta) = 7.02 / 7.02 eV
energy relative to the best compared isomer or geometry (same formula, charge and spin) = 149.4 kcal/mol
E_HOMO (alpha / beta) = -8.67 / -8.67 eV

Each line ends with the natural charge from an NBO analysis.
Element x y z (Å)
H1 0.36718 2.12793 -2.97769  0.242
C1 0.21773 1.54876 -2.09786  -0.199
H2 1.22525 -1.08604 -0.28145  0.217
H3 1.10759 2.29769 0.65824  0.165
C2 1.00185 1.63495 1.52393  -0.054
C3 -0.69391 -2.18928 -0.10441  -0.763
N1 0.35045 0.54921 1.52322  -0.394
C4 -0.02514 0.91294 -1.10425  -0.083
O1 -1.75460 0.34619 0.46061  -0.731
C5 0.14775 -1.02549 -0.15444  0.294
H4 -1.23901 -2.12248 0.85906  0.315
H5 -1.53315 -2.02160 -0.80048  0.312
H6 -0.19995 -3.15245 -0.19486  0.235
C6 -0.49938 0.27105 0.24925  0.270
H7 1.52734 1.90859 2.44113  0.174

C25H30N5ORuS | ωB97M-V/def2-TZVPD

Summary:
spin multiplicity = 5
calculated total energy = -49300.0369 eV
orbital gap (alpha / beta) = 8.20 / 5.30 eV
net charge = +3
E_HOMO (alpha / beta) = -16.84 / -17.20 eV

Each line ends with the natural charge from an NBO analysis.
Element x y z (Å)
Ru1 -0.73054 -0.16169 1.27247  1.014
H1 0.01545 1.35229 -2.66751  0.473
O1 -1.99166 1.16433 2.46755  -0.731
H2 -1.88772 -0.67646 -0.45131  0.142
H3 -4.66700 3.63694 -3.06998  0.257
H4 3.40164 -3.64259 -0.54327  0.197
H5 0.34776 -2.87368 5.71421  0.278
H6 -2.52641 -1.26712 -1.94495  0.240
C1 1.13978 -2.31066 1.16266  0.067
N1 -0.87474 1.74761 -2.94465  -0.451
H7 1.08889 -1.55510 -4.85238  0.248
H8 -4.03263 3.62261 -1.40891  0.251
H9 1.81361 -3.86181 3.70350  0.274
C2 2.01123 3.77762 2.81122  -0.094
C3 3.34113 -1.46261 -0.80478  -0.442
C4 -0.27007 -1.47161 -3.18948  -0.237
H10 -2.00483 3.15086 3.08003  0.229
H11 1.81350 -3.05563 0.75877  0.253
C5 -2.51879 2.60186 -4.10941  0.069
C6 -1.77841 -1.50665 -1.18695  -0.374
C7 -2.10705 -2.86023 -0.54323  -0.618
C8 2.59273 2.85250 1.95243  -0.228
H12 3.10504 -1.48766 -3.44764  0.247
H13 -0.58684 1.94631 -5.04720  0.284
N2 0.55436 -1.41844 0.38276  -0.332
C9 0.00685 2.48711 2.74845  0.184
H14 -2.88402 0.98151 2.77921  0.533
C10 2.04810 -1.46787 -1.59040  0.029
H15 -3.18288 -3.02550 -0.51839  0.248
H16 4.92146 -2.81492 -0.17757  0.243
H17 0.22071 4.29380 3.88473  0.255
C11 0.70008 3.59237 3.21334  -0.220
H18 -1.15699 -1.52998 -3.81077  0.235
C12 -4.19413 3.03067 -2.30419  -0.415
C13 4.05646 -2.81972 -0.83865  -0.600
H19 -1.17376 -0.88178 4.66086  0.231
H20 -1.40510 2.00212 4.28153  0.222
C14 2.12604 -1.48522 -2.98305  -0.199
C15 0.74475 -2.29040 2.50172  0.183
H21 -1.73840 -2.93635 0.48067  0.200
H22 3.61669 2.95806 1.62244  0.260
C16 0.99261 -1.50200 -3.77546  -0.154
N3 -0.22451 -1.34392 2.83365  -0.526
N4 0.56011 1.59844 1.91436  -0.527
H23 3.17942 -1.14819 0.22793  0.198
C17 1.83564 1.78369 1.52896  0.061
S1 -1.85747 1.90213 -0.40555  0.146
H24 -3.16173 2.97221 -4.89340  0.283
H25 -1.65973 -3.67029 -1.11888  0.243
C18 -0.40382 -1.42060 -1.81340  -0.024
C19 0.76581 -1.43242 -1.02742  0.054
C20 -1.40389 2.25280 3.21932  -0.100
C21 -0.45617 -1.49299 4.13182  0.190
H26 2.57457 4.63151 3.16418  0.261
H27 -4.81140 2.16511 -2.07881  0.249
C22 -1.87417 2.04867 -2.05247  0.146
N5 -2.88724 2.57750 -2.82260  -0.266
H28 4.40916 -3.04387 -1.84477  0.235
C23 0.35530 -2.55625 4.68319  -0.218
H29 2.24543 1.03450 0.86243  0.207
C24 1.09752 -3.05527 3.66554  -0.168
C25 -1.22851 2.07930 -4.19038  0.062
H30 3.99881 -0.71495 -1.25208  0.243

C31H33BiClN2O2Si2 | ωB97M-V/def2-TZVPD

Summary:
calculated total energy = -73865.5076 eV
orbital gap (alpha / beta) = 4.97 / 4.98 eV
energy relative to the best compared isomer or geometry (same formula, charge and spin) = 58.2 kcal/mol
net charge = +1
E_HOMO (alpha / beta) = -9.02 / -9.02 eV

Each line ends with the Mulliken charge.
Element x y z (Å)
C1 -0.10650 2.29339 -7.08888  0.804
H1 1.82849 0.58386 2.48707  0.263
H2 2.00036 3.58877 -9.43405  0.402
H3 -0.57316 -2.61768 -10.78199  0.400
C2 -1.70109 -1.49724 -9.31395  -0.731
C3 -0.92924 -1.45664 -1.84785  -0.114
H4 1.52336 3.66969 -3.60153  0.510
H5 -0.10285 -5.63086 -2.56899  0.401
H6 1.59715 -2.34264 -9.57876  0.450
C4 -1.63840 -0.71797 -8.14846  -0.951
C5 1.47068 -2.90259 -4.90382  0.844
H7 -1.52132 -4.48229 -4.24871  0.362
H8 3.78792 -1.75740 -5.75361  -0.199
H9 0.26847 4.54453 2.08446  0.289
C6 0.70700 -1.22680 -7.96091  1.544
H10 -2.54521 -0.23534 -7.76677  0.367
C7 0.16401 4.51586 -8.78074  -0.518
C8 -0.99988 3.36917 -6.99202  -0.352
Si1 2.40564 -1.58626 -5.82048  -0.433
Bi1 0.38269 0.78845 -1.90034  1.739
C9 -1.59981 -0.62872 0.19702  -0.344
H11 2.79160 0.53809 0.13310  0.312
C10 -0.74026 -1.56210 -0.42835  -0.894
C11 1.61701 2.68679 -4.08611  -0.493
O1 0.31782 2.50343 0.44382  -0.672
C12 0.99837 2.39065 -7.94868  0.031
H12 1.83334 -0.75834 0.46807  0.303
C13 0.32877 -4.86408 -3.22338  -0.452
H13 -0.50926 2.26837 -4.03662  0.857
H14 0.22905 5.34005 -9.49264  0.395
C14 -0.46708 -4.19128 -4.15482  -0.618
H15 1.75884 1.60486 -7.99395  0.303
C15 1.69212 -4.55722 -3.11885  -0.653
H16 2.33004 -5.05672 -2.38499  0.424
H17 1.74842 -1.21447 -7.43028  -0.373
H18 3.34620 -3.46512 -4.00333  0.310
H19 -2.67170 -1.66805 -9.78667  0.404
H20 3.90274 0.83218 -5.85448  0.438
C16 -0.16869 3.81545 2.77410  -0.615
H21 -0.08303 4.15021 3.80806  0.237
H22 -1.61848 5.25351 -7.81403  0.395
H23 -1.91000 0.75213 -5.56264  -0.211
N1 1.42834 0.85713 1.58762  -0.396
H24 -1.21381 3.62490 2.50509  0.287
H25 -0.54372 -2.66293 -5.69616  0.310
C17 -0.53839 -2.05554 -9.85381  -0.527
C18 0.49425 1.80633 -4.08910  -1.837
C19 -2.30583 0.09001 -0.79485  -0.804
H26 -2.37795 -0.20298 -3.04418  0.563
C20 0.67696 -1.90137 -9.18499  -0.696
H27 -1.74921 -0.52985 1.27381  0.493
C21 0.63446 0.44755 -4.73486  2.174
N2 1.83404 0.25783 0.37733  -0.314
Si2 -0.53850 0.76763 -6.10039  -0.797
O2 0.58503 2.56601 2.73928  -0.416
Cl1 2.36865 -0.66690 -2.31445  -0.487
H28 -1.80641 3.34106 -6.24720  0.305
H29 -0.12880 -2.32125 0.06578  0.594
C22 -0.88050 4.45709 -7.85881  -0.684
C23 1.97195 0.12492 -5.31926  0.399
C24 0.08506 -3.18182 -4.96823  0.071
C25 -1.90605 -0.40874 -2.08347  -0.683
C26 2.95493 1.09307 -5.36812  -0.513
H30 -3.07940 0.83936 -0.61828  0.450
H31 -0.61607 -2.19198 -2.58641  0.326
C27 1.13552 3.51498 -8.77356  -0.810
C28 0.73961 2.03080 1.51097  0.680
C29 -0.42324 -0.56592 -7.45422  0.665
H32 0.18281 -0.42460 -4.21314  -0.392
C30 2.77250 2.34783 -4.75847  -1.039
C31 2.26571 -3.63651 -3.99674  -0.541
H33 3.57951 3.07068 -4.82699  0.458

H2N2O2 | ωB97M-V/def2-TZVPD

Summary:
calculated total energy = -7102.9555 eV
orbital gap = 10.61 eV
energy relative to the best compared isomer or geometry (same formula, charge and spin) = 60.5 kcal/mol
E_HOMO = -10.59 eV

Each line ends with the natural charge from an NBO analysis.
Element x y z (Å)
H1 0.14536 0.85033 -1.30373  0.341
O1 -0.48655 -1.26071 1.15874  -0.270
N1 0.21215 -0.09802 -0.99410  -0.748
H2 1.22349 -0.18183 -0.81611  0.340
O2 -0.68361 0.87935 1.19782  -0.331
N2 -0.41085 -0.18911 0.75739  0.668

HIP2S | ωB97M-V/def2-TZVPD

Summary:
calculated total energy = -37529.8829 eV
orbital gap = 8.34 eV
energy relative to the best compared isomer or geometry (same formula, charge and spin) = 7.6 kcal/mol
E_HOMO = -9.15 eV

Each line ends with the natural charge from an NBO analysis.
Element x y z (Å)
P1 2.52778 0.72514 -0.94551  0.290
H1 -0.28425 0.39728 0.10247  -0.008
P2 1.06294 -0.01469 0.51967  0.172
I1 4.65039 -0.25126 0.08149  -0.155
S1 1.53429 2.01703 0.35230  -0.299